1.
This record from the Open Molecules 2025 dataset describes a cluster of 9 separate species, C26H30Cl34F5N2O7P2S in total. The level of theory is ωB97M-V/def2-TZVPD.

ORCA input file:
```
! wB97M-V def2-TZVPD RIJCOSX def2/J DEFGRID3
* xyz 1 1
C -5.333 -4.827 0.700
C -5.239 -3.321 0.835
O -3.850 -2.916 0.798
P -3.499 -1.527 1.496
O -3.782 -1.496 2.944
C -1.718 -1.387 1.160
C -1.071 -2.389 2.131
C 0.441 -2.611 2.107
O 0.810 -2.707 0.733
C 2.187 -2.668 0.425
C 2.883 -3.793 1.249
C 2.290 -5.154 0.902
N 2.917 -6.249 0.908
C 2.410 -2.972 -1.061
Cl 3.928 -3.712 -1.470
C 1.533 -2.756 -2.058
C 0.139 -2.178 -1.961
Cl 1.968 -3.168 -3.673
C 2.665 -1.205 0.832
C 1.794 -0.173 0.099
P 4.425 -0.764 0.373
O 4.638 0.773 0.772
O 4.398 -0.701 -1.207
S 5.732 -1.855 1.277
N 2.604 -1.109 2.331
O 2.957 0.139 2.842
C 1.388 -1.742 3.019
C 0.748 -0.843 4.108
F -0.062 -1.653 4.808
F 1.717 -0.485 4.970
C -0.040 0.446 3.704
F 0.202 1.410 4.556
F -1.329 0.214 3.677
F 0.346 0.861 2.480
O -4.288 -0.361 0.759
C -4.095 -0.187 -0.674
C -3.407 1.160 -0.936
H -4.892 -5.324 1.569
H -4.841 -5.185 -0.207
H -6.393 -5.096 0.668
H -5.767 -2.829 0.012
H -5.721 -3.004 1.765
H -1.549 -1.624 0.108
H -1.473 -0.335 1.325
H -1.472 -2.210 3.128
H -1.476 -3.368 1.843
H 0.546 -3.628 2.506
H 2.739 -3.673 2.328
H 3.955 -3.835 1.081
H 1.229 -5.174 0.637
H 3.900 -6.109 1.158
H 0.120 -1.110 -1.744
H -0.349 -2.298 -2.930
H -0.458 -2.745 -1.245
H 0.744 -0.205 0.383
H 1.938 -0.320 -0.971
H 2.154 0.848 0.291
H 5.188 0.796 1.574
H 5.303 -0.756 -1.558
H 3.422 -1.692 2.597
H 2.661 0.816 2.207
H 1.854 -2.473 3.686
H -5.100 -0.178 -1.101
H -3.532 -1.025 -1.096
H -3.051 1.550 0.022
H -2.555 1.041 -1.610
H -4.113 1.890 -1.332
C 5.191 4.497 -0.232
Cl 4.753 5.874 0.771
Cl 6.200 3.382 0.702
Cl 3.708 3.676 -0.772
Cl 6.094 5.035 -1.644
C 4.270 6.560 -5.196
Cl 3.879 5.333 -3.982
Cl 3.913 5.929 -6.804
Cl 3.302 8.003 -4.895
Cl 5.987 6.960 -5.081
C -0.817 4.527 -3.584
Cl -0.898 4.070 -1.867
Cl -1.752 3.371 -4.536
Cl -1.494 6.139 -3.785
Cl 0.875 4.526 -4.085
C -2.135 3.903 6.698
Cl -3.019 5.135 5.796
Cl -2.861 3.697 8.291
Cl -2.194 2.372 5.816
Cl -0.447 4.402 6.879
C -0.741 -0.568 -5.726
Cl -1.422 0.495 -6.942
Cl -1.826 -0.703 -4.314
Cl -0.505 -2.176 -6.408
Cl 0.805 0.091 -5.170
C -5.381 2.402 -5.726
Cl -6.820 1.477 -6.139
Cl -5.799 3.640 -4.537
Cl -4.170 1.308 -5.031
Cl -4.704 3.164 -7.166
C -8.878 0.063 -2.235
Cl -9.860 -1.289 -2.796
Cl -9.735 1.578 -2.509
Cl -8.548 -0.121 -0.507
Cl -7.352 0.091 -3.133
C 8.399 2.472 4.168
Cl 8.218 1.794 5.784
Cl 7.643 1.368 2.991
Cl 7.602 4.043 4.086
Cl 10.104 2.643 3.774
*
```

The largest force on an atom is 0.036 hartree/bohr. Its LUMO energy is -2.52 eV. The value obtained for the HOMO energy is -12.15 eV.

Atomic partial charges in e from the Mulliken method, atoms 1 to 2:
1. C -1.3563
2. C -0.1963

---

2.
This record from the Open Molecules 2025 dataset describes a cluster of 11 separate species, C26H30Cl40FNO6PSi in total. The level of theory is ωB97M-V/def2-TZVPD.

ORCA input file:
```
! wB97M-V def2-TZVPD RIJCOSX def2/J DEFGRID3
* xyz -1 1
C -1.395 4.121 4.744
C -0.101 3.521 4.316
C 0.116 2.392 3.145
Si -0.455 0.774 4.054
C -0.172 1.134 5.964
C 0.620 -0.779 3.654
C -2.352 0.410 3.880
O 1.512 2.119 2.666
P 1.893 3.071 1.215
C 2.401 4.081 -0.330
C 1.185 4.945 -1.018
C 2.713 4.460 2.261
C 4.356 4.161 2.349
O 4.884 3.282 3.245
C 1.627 1.636 -0.056
O 0.753 1.712 -1.098
N 2.368 0.286 0.045
C 1.722 -0.757 -0.849
O 2.212 -1.107 -2.058
F 0.468 -1.452 -0.428
O 0.292 3.756 1.119
C -0.726 2.916 1.832
O -1.373 1.820 1.095
C -2.819 2.029 0.928
C -3.132 2.830 -0.495
C -4.563 2.288 -1.115
H -2.365 3.546 5.057
H -1.469 5.303 4.700
H 0.872 3.877 4.909
H -0.157 0.113 6.571
H -1.017 1.864 6.377
H 0.907 1.624 6.095
H -0.036 -1.610 3.145
H 1.040 -1.233 4.673
H 1.553 -0.530 2.994
H -2.969 1.421 3.771
H -2.670 -0.113 4.902
H -2.610 -0.340 3.018
H 3.205 2.427 1.374
H 2.840 3.308 -1.123
H 3.283 4.857 -0.132
H 0.806 5.855 -0.344
H 0.296 4.289 -1.436
H 1.660 5.470 -1.979
H 2.357 4.467 3.399
H 2.497 5.538 1.855
H 5.054 4.708 1.565
H 2.384 -0.026 1.041
H -1.582 3.730 1.988
H -3.292 0.944 0.776
H -3.367 2.487 1.854
H -2.292 2.480 -1.257
H -3.205 3.992 -0.373
H -4.763 1.147 -0.844
H -5.497 2.874 -0.660
H -4.574 2.427 -2.288
C 3.156 -4.484 -1.116
Cl 4.747 -3.735 -1.404
Cl 3.370 -6.216 -0.761
Cl 2.366 -3.687 0.268
Cl 2.140 -4.296 -2.568
C -0.655 -6.872 -3.801
Cl -0.194 -6.144 -5.360
Cl -0.949 -8.615 -4.023
Cl 0.662 -6.638 -2.623
Cl -2.138 -6.092 -3.196
C -3.371 -6.409 -7.919
Cl -4.163 -5.014 -8.695
Cl -4.285 -7.893 -8.290
Cl -1.707 -6.566 -8.537
Cl -3.329 -6.162 -6.155
C 6.326 -5.059 -5.288
Cl 5.916 -5.196 -7.017
Cl 4.848 -4.728 -4.351
Cl 7.055 -6.586 -4.728
Cl 7.487 -3.728 -5.057
C -3.001 -3.607 3.361
Cl -3.219 -5.369 3.510
Cl -4.580 -2.835 3.070
Cl -2.296 -2.966 4.867
Cl -1.909 -3.257 1.998
C -3.481 1.813 -5.481
Cl -3.020 2.541 -7.040
Cl -3.775 0.070 -5.704
Cl -2.164 2.047 -4.304
Cl -4.964 2.593 -4.876
C -3.131 8.271 5.226
Cl -4.245 8.698 3.903
Cl -3.047 9.618 6.390
Cl -3.723 6.808 6.053
Cl -1.508 7.961 4.559
C -4.639 0.459 8.024
Cl -4.256 -0.831 6.857
Cl -3.741 1.936 7.593
Cl -6.389 0.796 7.984
Cl -4.172 -0.063 9.662
C 8.889 -4.134 -0.307
Cl 10.599 -4.613 -0.452
Cl 8.780 -2.566 0.531
Cl 8.173 -3.991 -1.932
Cl 8.004 -5.368 0.625
C 0.121 -5.688 -12.437
Cl -0.289 -5.825 -14.165
Cl -1.358 -5.357 -11.500
Cl 0.849 -7.215 -11.876
Cl 1.281 -4.356 -12.205
*
```

The largest force on an atom is 0.192 hartree/bohr. Its LUMO energy is 1.13 eV. The value obtained for the HOMO energy is -5.52 eV.

Atomic partial charges in e from the Mulliken method, atoms 1 to 2:
1. C -0.2689
2. C -0.5694

---

3.
This record from the Open Molecules 2025 dataset describes a structure of composition C26H30F6KN11O6S4. The level of theory is ωB97M-V/def2-TZVPD.

ORCA input file:
```
! wB97M-V def2-TZVPD RIJCOSX def2/J DEFGRID3
* xyz -2 1
K -0.152 0.753 0.557
S 2.078 3.010 1.607
C 3.394 2.297 0.809
N 4.604 2.182 1.253
N 5.458 1.505 0.321
C 6.698 2.062 0.118
C 7.756 1.277 -0.368
C 8.988 1.842 -0.640
C 9.212 3.199 -0.431
C 8.169 3.976 0.059
C 6.926 3.428 0.333
N 3.108 1.888 -0.547
N 2.550 0.793 -0.642
C 2.195 0.430 -1.987
C 1.492 -0.758 -2.118
C 1.054 -1.178 -3.367
C 1.342 -0.412 -4.485
C 2.055 0.776 -4.352
C 2.481 1.206 -3.108
H 5.481 0.510 0.491
H 7.590 0.219 -0.539
H 9.786 1.213 -1.019
H 10.178 3.639 -0.645
H 8.323 5.035 0.231
H 6.114 4.028 0.717
H 1.274 -1.352 -1.238
H 0.475 -2.089 -3.439
H 0.993 -0.725 -5.462
H 2.264 1.380 -5.227
H 3.017 2.136 -2.979
N -1.740 1.895 2.626
N -2.935 1.181 2.839
C -3.165 -0.008 2.111
O -4.340 -0.414 2.097
O -2.145 -0.570 1.613
H -1.287 2.085 3.509
H -1.911 2.768 2.142
H -3.777 1.723 2.964
N 0.988 -1.007 2.965
C 0.286 -1.709 3.557
N -0.490 -2.502 4.297
C -0.214 -3.938 4.227
C -0.743 -4.554 2.923
C -1.927 -3.735 2.399
C -2.766 -3.163 3.537
C -1.929 -2.177 4.368
H -0.714 -4.381 5.093
H 0.857 -4.096 4.353
H -1.030 -5.593 3.116
H 0.038 -4.572 2.160
H -2.537 -4.337 1.725
H -1.542 -2.908 1.806
H -3.135 -3.975 4.175
H -3.630 -2.629 3.137
H -2.226 -2.196 5.421
H -2.050 -1.162 4.000
C -3.265 -4.409 -3.094
N -3.472 -3.489 -2.006
C -4.673 -2.858 -1.703
C -4.437 -2.061 -0.641
N -3.116 -2.215 -0.305
C -2.506 -3.078 -1.136
S -0.886 -3.582 -1.107
H -3.988 -5.226 -3.042
H -2.256 -4.806 -3.001
H -3.364 -3.900 -4.054
H -5.562 -3.024 -2.284
H -5.061 -1.386 -0.083
H -2.654 -1.645 0.447
F -1.550 3.125 -3.948
C -2.257 2.045 -3.632
F -3.411 2.084 -4.311
F -1.576 0.969 -4.039
S -2.566 1.908 -1.805
O -1.340 2.368 -1.207
O -2.918 0.529 -1.631
N -3.843 2.787 -1.539
S -3.906 4.358 -1.502
O -5.265 4.777 -1.684
O -2.864 5.041 -2.215
C -3.584 4.761 0.272
F -4.402 4.082 1.085
F -3.790 6.068 0.480
F -2.328 4.481 0.621
*
```

The largest force on an atom is 0.009 hartree/bohr. As for the energy above the lowest of the compared OMol25 structures with the same formula, charge and spin: 16.30 kcal/mol. Its LUMO energy is 4.01 eV. The value obtained for the HOMO energy is -2.57 eV.

Atomic partial charges in e from the Mulliken method, atoms 1 to 2:
1. K 0.8718
2. S -0.4672

---

4.
This record from the Open Molecules 2025 dataset describes the molecule C26H30N2O5S. The level of theory is ωB97M-V/def2-TZVPD.

ORCA input file:
```
! wB97M-V def2-TZVPD RIJCOSX def2/J DEFGRID3
* xyz 0 1
C -0.912 1.119 -2.760
C -1.421 2.370 -2.040
C -2.482 2.010 -1.039
C -3.829 2.085 -1.342
C -4.820 1.702 -0.435
C -4.502 1.221 0.815
C -3.155 1.139 1.156
C -2.462 0.669 2.324
C -3.082 0.050 3.480
O -4.190 0.304 3.896
C -2.243 -1.060 4.154
O -1.324 -1.636 3.236
C -1.857 -2.367 2.246
O -2.960 -2.848 2.274
C -0.962 -2.417 1.055
C -1.448 -2.974 -0.125
C -0.741 -2.837 -1.307
C 0.432 -2.097 -1.333
C 0.921 -1.569 -0.152
S 2.275 -0.393 -0.147
O 2.993 -0.503 1.090
O 1.663 0.885 -0.420
N 3.184 -0.900 -1.455
C 3.925 -2.089 -1.094
C 3.919 0.105 -2.224
C 4.702 1.078 -1.342
C 5.473 2.070 -2.209
C 4.519 2.830 -3.124
C 3.734 1.858 -4.000
C 2.958 0.869 -3.134
C 0.255 -1.742 1.042
C -1.116 0.832 2.059
N -0.938 1.355 0.827
C -2.161 1.531 0.231
H -0.399 0.463 -2.061
H -0.216 1.396 -3.549
H -1.744 0.575 -3.203
H -0.582 2.859 -1.541
H -1.837 3.065 -2.771
H -4.125 2.453 -2.314
H -5.856 1.787 -0.728
H -5.259 0.922 1.522
H -2.930 -1.814 4.551
H -1.643 -0.640 4.964
H -2.397 -3.487 -0.098
H -1.123 -3.271 -2.218
H 0.970 -1.922 -2.252
H 4.268 -2.587 -2.000
H 3.253 -2.753 -0.553
H 4.781 -1.867 -0.449
H 4.625 -0.451 -2.854
H 3.997 1.611 -0.702
H 5.387 0.524 -0.696
H 6.016 2.769 -1.571
H 6.206 1.530 -2.814
H 5.080 3.526 -3.751
H 3.821 3.408 -2.516
H 4.425 1.313 -4.649
H 3.040 2.408 -4.639
H 2.414 0.159 -3.761
H 2.237 1.402 -2.516
H 0.680 -1.333 1.943
H -0.279 0.663 2.707
H -0.037 1.493 0.386
*
```

The largest force on an atom is 0.023 hartree/bohr. As for the energy above the lowest of the compared OMol25 structures with the same formula, charge and spin: 0.00 kcal/mol. Its LUMO energy is -0.05 eV. As for the SMILES: CCc1cccc2c(C(=O)COC(=O)c3cccc(S(=O)(=O)N(C)C4CCCCC4)c3)c[nH]c12. The value obtained for the HOMO energy is -7.93 eV.

Atomic partial charges in e from the natural (NBO) method, atoms 1 to 2:
1. C -0.5960
2. C -0.4181